Molecular formula: C37H40N3O3PtSSbSe4Si
Method: DFT, ωB97M-V/def2-TZVPD

Geometry as XYZ:
```
91
Properties=species:S:1:pos:R:3:forces:R:3
Pt -1.900446 0.435197 1.237122 0.0 0.4 -0.8
N -4.687654 -0.284715 0.227390 0.0 -0.1 -0.2
C -3.378584 -0.409665 -0.157377 -0.2 -0.2 -0.3
S -2.555399 0.880034 -1.032124 0.1 -0.2 0.3
N -2.927920 -1.720098 -0.361177 0.0 0.2 -0.3
C -3.612959 -2.894516 -0.697927 0.0 0.0 0.1
C -2.813936 -3.963208 -1.132187 0.0 0.0 0.0
C -3.376113 -5.168342 -1.506874 0.0 0.0 0.0
C -4.753839 -5.352063 -1.463663 0.0 0.1 0.0
C -5.546160 -4.299177 -1.033305 0.0 0.0 0.0
C -4.998017 -3.081215 -0.649093 0.1 0.0 0.0
H -4.928968 0.684373 0.383909 0.0 0.1 0.1
H -4.946456 -0.830772 1.052342 0.0 0.1 0.1
H -1.963640 -1.737641 -0.659998 0.1 0.0 0.0
H -1.738091 -3.834092 -1.171681 0.0 0.0 0.0
H -2.724151 -5.971608 -1.830168 0.0 0.0 0.0
H -5.196505 -6.297987 -1.750517 0.0 0.0 0.0
H -6.622536 -4.418463 -0.981165 0.0 0.0 0.0
H -5.644861 -2.285044 -0.323909 0.0 0.0 0.0
Se -5.994035 -0.576608 3.483200 0.0 0.0 -0.1
Sb -3.934451 0.597851 4.007032 -0.2 -0.3 0.3
Se -1.949428 -0.808910 3.290960 0.0 0.4 0.5
Se -3.771877 1.575624 6.205981 0.0 0.1 -0.1
Se -3.342541 2.160688 2.080393 0.0 -0.2 0.2
C -1.645904 -1.823055 -3.733103 0.1 0.0 0.1
O -0.630381 -1.731914 -2.743510 -0.1 0.0 0.0
C 0.602041 -1.348689 -3.134165 0.0 0.0 -0.1
C 1.040806 -1.352762 -4.455231 0.0 0.0 0.0
C 2.342371 -0.969806 -4.764685 0.0 0.0 0.0
C 3.218117 -0.587102 -3.765681 0.0 0.0 0.1
C 2.778547 -0.585894 -2.445311 0.1 0.1 -0.1
C 1.485760 -0.952092 -2.120962 0.0 0.0 0.2
N 1.045747 -0.865232 -0.775638 0.1 0.1 -0.1
C 0.630755 -1.853384 -0.015614 0.0 0.0 0.0
C 0.617111 -3.233685 -0.192415 0.1 -0.1 -0.1
C 1.276150 -3.951476 -1.238984 -0.1 0.1 0.1
C 1.285330 -5.308027 -1.263655 -0.1 -0.1 0.1
C 0.624279 -6.034324 -0.213122 0.1 0.0 -0.2
C -0.030320 -5.411683 0.791555 0.0 0.1 0.1
C -0.128497 -3.951220 0.850952 0.0 -0.1 -0.2
O -0.830274 -3.364853 1.677492 0.1 -0.3 0.1
H -2.581671 -1.941892 -3.196309 0.0 0.0 0.0
H -1.483075 -2.688511 -4.380550 0.0 0.0 0.0
H -1.683261 -0.906906 -4.326104 0.0 0.0 0.0
H 0.371162 -1.658696 -5.245777 0.0 0.0 0.0
H 2.663663 -0.978446 -5.799563 0.0 0.0 0.0
H 4.232431 -0.289309 -3.999848 0.0 0.0 0.0
H 3.442277 -0.292595 -1.642119 0.0 0.0 0.0
H 0.923923 0.089735 -0.309956 -0.1 0.2 0.2
H 0.228025 -1.514269 0.938719 0.0 0.0 0.0
H 1.797765 -3.402305 -2.013465 0.0 0.0 0.0
H 1.796201 -5.844200 -2.053318 0.0 0.0 0.0
H 0.651627 -7.119857 -0.237405 0.0 0.0 0.0
H -0.547687 -5.962622 1.567866 0.0 0.0 0.0
C 3.883471 0.987053 0.916572 0.0 0.0 0.0
C 3.158717 1.977378 1.832666 0.1 0.0 -0.1
C 4.052751 3.212225 1.995166 0.0 0.0 0.0
C 2.972816 1.305953 3.200018 0.0 0.0 0.0
Si 1.411262 2.451105 1.170511 -0.3 -0.3 -0.1
O 0.508539 1.186311 0.766642 0.5 -0.1 0.2
C 1.612460 3.537419 -0.387702 0.0 0.1 -0.1
C 1.057796 4.814940 -0.517643 0.0 0.0 -0.1
C 1.120588 5.523318 -1.714325 0.0 0.0 0.0
C 1.737841 4.966621 -2.824625 0.0 0.0 0.0
C 2.277638 3.689329 -2.732936 0.0 0.0 0.0
C 2.207872 2.993044 -1.533832 0.0 0.1 0.0
C 0.708522 3.524821 2.555539 0.0 0.1 0.1
C -0.215864 2.969947 3.444179 0.1 0.1 0.0
C -0.705233 3.684434 4.533353 0.0 0.0 0.0
C -0.262926 4.979173 4.761398 0.0 0.0 0.0
C 0.667670 5.554513 3.902459 0.0 -0.1 0.0
C 1.143165 4.833115 2.815141 -0.1 0.0 0.0
H 4.853104 0.712394 1.355621 0.0 0.0 0.0
H 4.084952 1.416216 -0.069714 0.0 0.0 0.0
H 3.307937 0.067236 0.788173 0.0 0.0 0.0
H 5.053467 2.908857 2.334714 0.0 0.0 0.0
H 3.650469 3.905243 2.736923 0.0 0.0 0.0
H 4.170161 3.755380 1.051742 0.0 0.0 0.0
H 3.944222 0.970294 3.590137 0.0 0.0 0.0
H 2.316698 0.432836 3.129544 0.0 0.0 0.0
H 2.531162 1.988133 3.929291 0.0 0.0 0.0
H 0.541089 5.258888 0.324655 0.0 0.0 0.0
H 0.670860 6.507717 -1.781195 0.0 0.0 0.0
H 1.782025 5.513925 -3.759273 0.0 0.0 0.0
H 2.737270 3.227501 -3.599720 0.0 0.0 0.0
H 2.604717 1.985206 -1.502074 0.0 0.0 0.0
H -0.564164 1.956250 3.289489 0.0 0.0 0.0
H -1.444148 3.227654 5.182232 0.0 0.0 0.0
H -0.647310 5.541354 5.605464 0.0 0.0 0.0
H 1.020474 6.565274 4.078046 0.0 0.0 0.0
H 1.865481 5.304367 2.156106 0.0 0.0 0.0
```
Forces are in eV/Å.

## Properties
HOMO-LUMO gap in eV: 5.9353
Total charge: -2

Taken from the Löwdin analysis, the atomic charges in e are: 0.258 0.024 -0.982 0.522 0.054 -0.211 -0.029 -0.093 -0.124 -0.101 -0.016 0.021 -0.020 0.075 0.099 0.097 0.085 0.096 0.088 -0.223 -0.269 0.047 -0.249 0.132 -0.061 -0.096 -0.233 -0.016 -0.097 -0.096 -0.022 -0.165 0.119 -0.036 -0.147 -0.051 -0.118 -0.108 -0.020 -0.420 -0.053 0.082 0.095 0.100 0.100 0.096 0.096 0.101 0.079 0.114 0.103 0.082 0.090 0.107 -0.111 -0.596 -0.103 -0.094 0.463 -0.415 -0.182 -0.089 -0.103 -0.119 -0.100 -0.093 -0.214 -0.129 -0.083 -0.101 -0.111 -0.134 0.076 0.057 0.067 0.074 0.062 0.074 0.076 0.084 0.074 0.088 0.092 0.087 0.091 0.066 0.026 0.043 0.092 0.086 0.089

=====

Molecular formula: C37H40O2P2Re
Method: DFT, ωB97M-V/def2-TZVPD

Geometry as XYZ:
```
82
Properties=species:S:1:pos:R:3:forces:R:3
Re -2.279784 1.360052 -4.065948 -1.5 0.1 4.6
C -3.141886 1.538120 -5.819777 -1.7 1.4 -2.3
C -2.940430 0.148883 -5.504800 -1.2 -2.3 -2.5
C -2.093502 -0.729157 -6.455059 0.3 -0.1 0.4
C -0.601710 -0.352211 -6.179328 -1.6 -0.9 -0.2
C -0.657767 0.415312 -4.843067 2.3 -0.2 -1.6
C -0.613474 1.863795 -4.999275 2.9 1.9 -0.7
C -0.893892 2.593447 -6.316295 -0.1 0.3 -0.6
C -2.309693 2.314052 -6.823983 -0.1 0.2 -0.7
C 1.458521 -0.361049 -0.606569 -0.2 -0.4 0.4
H -4.166186 1.896524 -5.866731 -0.2 -0.1 0.4
H -3.823997 -0.409055 -5.214844 -0.5 0.2 0.1
H -2.435809 -0.580525 -7.505196 0.3 -0.1 0.7
H -2.241182 -1.805394 -6.219956 -0.1 0.7 -0.1
H -0.033021 -1.282318 -6.113394 0.2 0.2 0.2
H -0.189171 0.196274 -7.044029 0.0 0.1 0.7
H -0.025873 -0.028379 -4.071892 0.2 0.3 0.1
H 0.257851 2.378496 -4.594910 -0.2 0.0 0.9
H -0.127354 2.384381 -7.076503 -0.1 -0.1 0.2
H -0.852499 3.692077 -6.187214 0.3 -0.6 0.5
H -2.788136 3.268146 -7.100938 0.0 -0.4 0.4
H -2.319040 1.776204 -7.757421 0.2 -0.5 -0.5
H 0.559744 0.219693 -0.928866 0.5 -0.8 0.5
H 2.011546 0.193679 0.168581 0.1 0.0 -0.5
H 1.223862 -1.369698 -0.161610 0.2 1.5 -0.3
P -0.133202 -2.432093 -1.682644 -1.0 -0.2 -1.1
P 2.568332 -0.650000 -2.018321 0.6 1.3 1.1
C 0.902353 -2.544884 -3.118258 1.7 0.5 -0.6
C 2.055012 -1.788590 -3.260484 -1.2 -1.7 0.5
C -1.627887 -3.073352 -2.335813 -1.8 -1.2 0.0
C -1.793209 -4.025033 -3.386062 -0.4 0.1 0.2
C -2.870089 -4.928808 -3.361270 0.4 0.3 -0.2
C -3.826792 -4.912497 -2.350485 0.5 0.3 0.2
C -3.786321 -3.868873 -1.430099 -0.1 0.1 -0.2
C -2.752423 -2.955053 -1.458944 0.4 0.0 0.2
C -2.592577 1.107616 -1.424082 0.2 -0.6 0.4
C -2.089200 2.343871 -1.846314 0.9 0.9 1.4
C -3.028407 3.250906 -2.355548 0.1 -0.3 -1.1
C -4.210077 2.768648 -2.917659 -0.1 1.2 0.1
C -4.545519 1.423532 -2.775033 -0.1 0.2 -0.7
C -3.685926 0.567257 -2.109442 -0.5 -0.1 1.3
C 4.059225 -1.295748 -1.224550 0.1 0.1 -0.4
C 4.020890 -2.544954 -0.572548 0.1 0.4 -0.4
C 5.227875 -3.109289 -0.172632 -0.5 -0.3 0.3
C 6.443608 -2.472189 -0.378356 -0.3 0.3 -0.1
C 6.445228 -1.211154 -0.951957 -0.1 0.4 -0.1
C 5.264315 -0.599694 -1.372044 -0.1 -0.4 -0.1
C 2.812107 0.997500 -2.747233 0.4 0.3 0.1
C 2.394564 2.162607 -2.069260 0.0 -0.5 0.0
C 2.684556 3.412910 -2.597350 -0.5 0.3 0.3
C 3.389850 3.526683 -3.785098 0.1 0.1 -0.3
C 3.870595 2.395591 -4.441024 -0.5 -0.2 0.0
C 3.544387 1.138160 -3.938216 -0.1 -0.1 0.1
H 0.695807 -3.316210 -3.889122 0.2 0.6 0.5
H 2.852317 -2.089065 -3.947604 -0.4 0.3 -0.1
H -1.095032 -4.053164 -4.229081 -0.2 -0.3 0.5
H -2.953544 -5.688469 -4.128589 0.1 0.1 -0.1
H -4.565782 -5.692434 -2.240057 -0.1 0.0 -0.3
H -4.551234 -3.766321 -0.669445 0.0 -0.1 -0.1
H -2.809197 -2.145005 -0.733340 0.5 -0.2 0.1
H -1.112620 2.763436 -1.556446 -0.7 -0.5 0.4
H -2.812734 4.306439 -2.281406 0.1 0.1 -0.6
H -4.857278 3.501709 -3.392619 -0.2 -0.4 0.1
H -5.524226 1.075104 -3.070513 0.1 -0.1 -0.4
H -4.051512 -0.399244 -1.813478 0.1 -0.4 -0.1
H 3.064273 -3.063436 -0.409972 0.5 0.1 -0.1
H 5.211605 -4.068917 0.319162 0.0 -0.1 0.0
H 7.373641 -2.947138 -0.083737 -0.1 0.1 0.0
H 7.367493 -0.680594 -1.089562 0.3 0.1 0.0
H 5.269837 0.393551 -1.832238 0.1 -0.4 0.1
H 1.820572 2.100626 -1.142830 0.3 0.0 -0.2
H 2.301703 4.309378 -2.085551 0.3 -0.5 -0.3
H 3.521189 4.504570 -4.238054 0.2 -0.1 0.2
H 4.417595 2.490215 -5.378571 -0.1 -0.1 0.3
H 3.812238 0.249304 -4.499625 0.2 0.1 0.0
C -1.657438 -0.228261 1.801465 0.3 0.4 0.2
C -1.924617 0.950442 0.914860 0.9 0.3 0.4
O -1.862604 2.117722 1.168674 -0.4 -1.1 -0.8
O -2.155510 0.383761 -0.354413 0.2 0.2 -1.2
H -2.612956 -0.677632 2.093718 0.3 0.0 0.2
H -1.074155 0.147807 2.639941 -0.4 -0.2 0.3
H -1.044811 -0.970189 1.279784 -0.3 0.1 -0.1
```
Forces are in eV/Å.

## Properties
<S²>: 3.7970
HOMO-LUMO gap (alpha / beta) in eV: 7.2672 / 7.0918
Total charge: +2
2S+1: 4
Relative energy (zero: lowest compared OMol25 entry of this formula, charge and spin) in kcal/mol: 0.0

Taken from the Löwdin analysis, the atomic charges in e are: 1.468 -0.346 -0.341 -0.143 -0.143 -0.317 -0.362 -0.184 -0.173 -0.274 0.119 0.112 0.126 0.109 0.098 0.114 0.074 0.102 0.118 0.119 0.123 0.110 0.042 0.086 -0.008 1.090 0.985 -0.353 -0.258 -0.467 -0.074 -0.056 -0.046 -0.072 -0.144 -0.277 -0.103 -0.047 -0.082 -0.075 -0.055 -0.311 -0.065 -0.058 -0.041 -0.051 -0.059 -0.311 -0.083 -0.068 -0.053 -0.044 -0.080 0.077 0.100 0.093 0.114 0.118 0.115 0.076 0.144 0.141 0.140 0.146 0.129 0.112 0.115 0.124 0.113 0.110 0.095 0.124 0.120 0.123 0.112 0.043 -0.441 0.175 0.019 0.113 0.104 0.076

=====

Which of these has the lowest total charge? C37H40N3O3PtSSbSe4Si